[1]
64
Properties=species:S:1:pos:R:3:forces:R:3 method="wB97M-V/def2-TZVPD" max_force_ev_per_a=0.935 lumo_ev=0.500 total_energy_ha=-1639.35318 orbital_gap_ev=9.91 smiles="CC(=O)NCCCC[C@H]1C[C@@H](C[C@H](O)C(F)(F)F)NC1=O.c1ccncc1.c1ccncc1"
H 0.44559 0.71072 -3.90506 0.0 -0.2 0.0
H -4.15766 2.24301 -3.05635 -0.1 0.0 0.0
N 1.56678 -6.52066 4.75253 0.0 0.0 0.0
C 2.64395 1.97929 -3.15876 0.3 -0.1 0.3
H 0.20145 2.27100 -1.67931 0.1 -0.2 0.2
H -4.68399 1.94282 -1.41309 0.1 0.0 0.0
C 0.18027 -2.21278 4.05495 0.0 0.0 0.0
C -3.96911 2.50838 -2.01755 0.0 -0.1 0.3
H 2.14135 2.86265 -2.75521 -0.1 0.0 -0.2
C 2.08506 0.70730 -2.51774 0.0 0.0 -0.3
C 5.37574 3.16975 -0.12048 0.1 -0.1 -0.1
N -2.49790 -1.67899 3.51171 0.1 0.0 0.0
H 2.48328 1.93244 -4.23874 -0.1 0.1 0.0
C 0.04164 -8.36197 4.59864 0.0 0.0 0.0
O 6.72394 3.85529 -1.98317 -0.6 0.1 0.3
H 4.71888 1.95916 -3.78274 0.1 -0.1 0.1
H 1.22179 -2.42155 4.26689 0.0 0.0 0.0
C -4.11650 4.88311 -3.00247 0.2 0.0 0.0
F -5.06006 5.80665 -3.10168 -0.1 0.2 0.1
H -1.91994 1.06457 -3.42873 -0.2 0.2 -0.1
N -2.44206 0.82046 -0.90852 0.7 0.2 0.0
H -1.83563 -0.47383 1.98686 0.0 0.0 -0.1
C 4.14798 2.15877 -2.87185 -0.4 0.1 -0.1
F -4.12400 4.18913 -4.15578 0.0 -0.1 0.0
H 2.23050 0.75072 -1.43439 0.0 -0.1 0.0
C -0.69260 -7.69981 3.62757 0.0 0.0 0.0
C -0.17413 -1.36399 3.01957 0.0 0.0 0.0
H -5.60687 3.79639 -0.36949 -0.1 0.1 -0.1
H -2.04268 2.83148 -1.00914 -0.5 0.2 0.2
H -0.24270 -9.34715 4.94202 0.0 0.0 0.0
C 0.85276 -5.89973 3.81643 0.1 0.0 0.0
N 4.47170 3.52441 -2.38871 0.6 -0.1 -0.1
C -0.82325 -2.79232 4.81586 0.0 0.0 0.0
O -0.42997 0.05114 0.01289 -0.2 0.1 -0.5
C -1.56716 1.89789 -2.80624 0.2 -0.5 0.1
H 0.34661 -0.56697 -2.67920 0.0 0.1 -0.1
H 2.66543 -0.14136 -2.89589 0.0 0.0 0.1
H -1.57140 -8.15755 3.19196 0.0 0.0 0.0
H 5.13555 2.10582 -0.05226 0.0 0.0 0.1
H 4.47254 1.42739 -2.12775 0.0 0.1 0.0
O -5.57696 4.20316 -1.24419 0.1 -0.1 -0.1
H 4.72307 4.09515 -3.19105 -0.1 0.0 0.0
H 4.51578 3.72824 0.24728 0.0 0.0 0.0
C 1.15729 -7.73065 5.12767 0.0 0.0 0.0
H 1.20593 -4.91626 3.52867 0.0 0.0 0.0
C -0.28018 -6.43987 3.22658 0.0 0.0 0.0
H 1.75508 -8.21580 5.89149 0.0 0.0 0.0
C -2.14028 -2.49301 4.50343 0.0 0.0 0.0
C 0.60810 0.48160 -2.84678 0.1 0.2 0.3
C -0.33261 1.38113 -2.03238 -0.5 0.5 -0.6
H 6.26446 3.38156 0.47031 -0.1 -0.1 0.0
C -1.52210 -1.12827 2.78868 -0.2 0.0 0.1
C 5.63114 3.53977 -1.55895 0.3 0.0 -0.2
F -2.92655 5.51962 -2.96008 0.1 0.0 0.0
C -2.55064 2.10041 -1.64893 0.4 -0.2 -0.7
H -0.59132 -3.46346 5.63197 0.0 0.0 0.0
H 0.57104 -0.89208 2.39484 0.0 0.0 0.0
H -0.82301 -5.88215 2.47569 0.0 0.0 0.0
C -0.99762 0.66118 -0.85539 0.3 -0.2 0.6
H -1.39649 2.76246 -3.45016 0.1 0.0 0.2
H -2.72684 0.06144 -1.53345 -0.5 0.0 0.2
C -4.26979 3.99442 -1.75086 -0.2 -0.1 0.2
H -3.53893 4.36864 -1.02619 0.0 0.1 -0.1
H -2.95374 -2.92828 5.07422 0.0 0.0 0.0

[2]
63
Properties=species:S:1:pos:R:3:forces:R:3 method="wB97M-V/def2-TZVPD" charge=-1 max_force_ev_per_a=0.794 lumo_ev=2.879 total_energy_ha=-1539.75654 orbital_gap_ev=6.79 de_lowest_kcal_mol=0.00
H -1.70345 -5.10229 4.43605 0.0 0.0 0.0
H -2.03866 -0.18645 4.10489 0.0 0.0 0.0
H -1.17125 -3.92512 2.29856 0.0 0.0 0.0
N -1.56309 -0.06352 1.72319 0.2 0.1 0.0
H 4.48402 0.02764 0.88638 0.0 0.0 0.0
H -2.29658 5.44249 -3.26917 0.0 0.0 0.0
H 1.90401 -2.20483 -2.63974 0.0 0.0 0.0
H 3.98440 1.68072 1.27019 0.0 0.0 0.0
C 0.15513 -1.46512 -3.67591 0.0 0.0 0.0
C -2.16228 -3.28646 5.48368 0.0 0.0 0.0
H -2.38594 -3.78619 6.41899 0.0 0.0 0.0
H 2.20243 -1.61778 -4.28872 0.0 0.0 0.0
H -1.32155 1.65900 -4.62447 0.0 0.0 0.0
C 3.92181 0.63989 1.59448 0.0 0.0 0.0
C 3.37261 -0.08074 -2.56552 0.0 0.0 0.1
H -2.54635 -1.32112 6.25726 0.0 0.0 0.0
C 2.46369 0.18117 1.64350 0.0 0.3 -0.1
H -3.35758 3.94872 0.61037 0.0 0.0 0.0
C -2.24910 4.68408 -2.49674 0.0 0.0 0.0
H 3.96324 -0.18221 -3.48561 0.0 0.0 0.0
H 0.26306 -3.15160 -1.57539 0.0 0.0 0.0
H 0.35817 1.85724 -4.09436 0.0 0.0 0.0
H 2.09045 1.07877 3.57949 0.0 0.0 0.0
H -0.12019 -0.54026 -4.18362 0.0 0.0 0.0
C -2.05419 2.71771 -0.56477 0.0 -0.2 0.1
H -2.77346 1.79318 1.25528 0.0 0.0 0.0
H 3.67193 -0.85789 -1.85355 0.0 0.0 0.0
H -1.39605 -2.82143 -1.14064 0.0 0.0 0.0
C -0.47326 2.34802 -4.59407 -0.1 0.0 0.0
H 3.55636 0.88668 -2.10518 0.0 0.0 0.0
C -2.03070 1.70210 0.46705 -0.1 0.0 -0.2
C -2.83396 3.85836 -0.33464 0.0 0.0 0.0
H -0.19682 2.62549 -5.61207 0.0 0.0 0.0
H -3.52188 5.73407 -1.11279 0.0 0.0 0.0
O -0.82992 3.57009 -3.96155 0.1 0.0 0.1
C 1.63810 -1.42340 -3.36343 0.0 0.0 0.0
C 1.65137 1.07704 2.57754 0.0 0.0 0.0
C -1.48518 3.56368 -2.75509 -0.1 0.0 0.0
H 2.75622 -1.37778 3.11282 0.0 0.0 0.0
Ir 0.41728 0.46654 -0.55016 0.1 0.4 0.1
O -0.64505 1.47194 -2.00752 0.3 0.1 0.1
N 1.91056 0.23388 0.30181 -0.3 -0.7 -0.1
H 4.39041 0.55310 2.57864 0.0 0.0 0.0
C -2.92777 4.84673 -1.28784 0.0 0.0 0.0
C -1.77915 -4.02302 4.37129 0.0 0.0 0.0
C -1.58419 -1.99500 3.07445 0.0 0.0 -0.1
C -0.70960 -2.85757 -1.97958 0.0 0.0 0.0
H 1.64179 2.10059 2.19706 0.0 0.0 0.0
O -0.67929 -1.56407 -2.55035 0.0 0.0 0.0
C 2.38692 -1.28108 2.08789 0.1 0.0 0.0
C -1.36269 2.53621 -1.78027 -0.1 -0.1 0.0
H -0.03352 -2.30999 -4.35588 0.0 0.0 0.0
C -1.48811 -3.37801 3.17697 0.0 0.0 0.0
N -1.25280 0.67489 0.57984 0.0 -0.1 0.0
O 1.99622 -0.15799 -2.85026 -0.1 0.0 -0.1
C -1.23248 -1.34853 1.73824 0.1 -0.1 0.0
H -1.03647 -3.59382 -2.72796 0.0 0.0 0.0
C -1.96825 -1.26167 4.19431 0.0 0.0 0.0
C -2.25301 -1.90297 5.39114 0.0 0.0 0.0
H 1.36417 -1.64689 2.02396 0.0 0.0 0.0
O -0.70799 -2.07319 0.87269 -0.2 0.1 0.0
H 3.00791 -1.90167 1.43734 0.0 0.0 0.0
H 0.61954 0.72964 2.64151 0.0 0.0 0.0